Entry from the Open Molecules 2025 dataset: 2 unconnected molecules or ions with the total composition C4H12NO2 at a distorted geometry (ωB97M-V/def2-TZVPD).

Last column: Mulliken charge in e.
Atoms and positions in Å:
C  -2.0066  -1.4720  -0.2593  -1.220
C  -0.6895  -0.9988  -0.8319  -0.403
N  -0.4838  0.4096  -0.5511  -0.209
C  0.8232  0.9028  -0.9341  -0.645
C  1.8337  0.8718  0.2092  -0.527
O  1.5536  1.8792  1.1438  -0.645
H  -2.9250  -1.0807  -0.6998  0.318
H  -2.0702  -2.5670  -0.3476  0.368
H  -2.0153  -1.3290  0.8230  0.287
H  -0.6659  -1.1983  -1.9181  0.360
H  0.0692  -1.6335  -0.3729  0.298
H  -1.1934  0.9356  -1.0392  0.228
H  1.2689  0.3149  -1.7673  0.218
H  0.7722  1.9261  -1.3184  0.415
H  2.8914  0.8703  -0.0579  0.318
H  1.6053  -0.0763  0.7362  0.302
H  1.1008  1.3777  1.9740  0.429
H  -0.3432  0.4618  2.3437  0.185
O  0.4746  0.4058  2.8677  -1.079

- HOMO level (eV) = -3.24
- total charge = -1
- relative energy (zero: lowest compared OMol25 entry of this formula, charge and spin) (kcal/mol) = 21.5
- E_tot (eV) = -9927.2907
- frontier orbital gap (eV) = 7.0

Entry from the Open Molecules 2025 dataset: a molecular structure, C3H8NSe at a distorted geometry (ωB97M-V/def2-TZVPD).

Last column: Mulliken charge in e.
Atoms and positions in Å:
C  0.9440  0.5496  0.0689  -0.758
C  -0.8001  1.4810  -0.0133  -0.558
C  -0.5449  -1.2454  -0.4093  -0.626
N  0.6160  -0.8113  0.5068  -0.193
Se  -2.0181  -0.0072  0.0041  0.151
H  1.0865  0.4554  -1.0225  0.392
H  1.5381  1.1843  0.7200  0.375
H  -0.8986  2.2166  0.9049  0.393
H  -0.7199  1.8817  -1.0469  0.338
H  -0.1685  -1.0909  -1.3710  0.425
H  -0.8187  -2.3456  -0.1285  0.370
H  1.4862  -1.3407  0.3417  0.368
H  0.2980  -0.9275  1.4451  0.322

- HOMO level (eV) = -13.31
- total charge = +1
- relative energy (zero: lowest compared OMol25 entry of this formula, charge and spin) (kcal/mol) = 27.0
- E_tot (eV) = -70068.0314
- frontier orbital gap (eV) = 9.7